{
  "formula": "C85H183N9O13",
  "method": "ωB97M-V with the def2-TZVPD basis set",
  "orbital_gap_ha": 0.3047,
  "energy_ha": -4818.9161,
  "relative_energy_kj_mol": 200.8,
  "max_force_ha_per_bohr": 0.06717,
  "lumo_energy_ev": 0.303,
  "elements": ["C", "C", "C", "C", "C", "C", "N", "O", "C", "C", "C", "H", "H", "H", "H", "H", "H", "H", "H", "H", "H", "H", "H", "H", "H", "H", "H", "H", "H", "H", "C", "C", "C", "C", "C", "C", "N", "O", "C", "C", "C", "H", "H", "H", "H", "H", "H", "H", "H", "H", "H", "H", "H", "H", "H", "H", "H", "H", "H", "H", "C", "C", "C", "C", "C", "C", "N", "O", "C", "C", "C", "H", "H", "H", "H", "H", "H", "H", "H", "H", "H", "H", "H", "H", "H", "H", "H", "H", "H", "H", "C", "C", "C", "C", "C", "C", "N", "O", "C", "C", "C", "H", "H", "H", "H", "H", "H", "H", "H", "H", "H", "H", "H", "H", "H", "H", "H", "H", "H", "H", "C", "C", "C", "C", "C", "C", "N", "O", "C", "C", "C", "H", "H", "H", "H", "H", "H", "H", "H", "H", "H", "H", "H", "H", "H", "H", "H", "H", "H", "H", "C", "C", "C", "C", "C", "C", "N", "O", "C", "C", "C", "H", "H", "H", "H", "H", "H", "H", "H", "H", "H", "H", "H", "H", "H", "H", "H", "H", "H", "H", "C", "C", "C", "C", "C", "C", "N", "O", "C", "C", "C", "H", "H", "H", "H", "H", "H", "H", "H", "H", "H", "H", "H", "H", "H", "H", "H", "H", "H", "H", "C", "C", "C", "C", "C", "C", "N", "O", "C", "C", "C", "H", "H", "H", "H", "H", "H", "H", "H", "H", "H", "H", "H", "H", "H", "H", "H", "H", "H", "H", "C", "C", "C", "C", "C", "C", "N", "O", "C", "C", "C", "H", "H", "H", "H", "H", "H", "H", "H", "H", "H", "H", "H", "H", "H", "H", "H", "H", "H", "H", "C", "C", "O", "O", "H", "H", "H", "H", "H", "H", "C", "C", "O", "O", "H", "H", "H", "H", "H", "H"],
  "xyz": [[2.905, -4.668, 2.322], [2.699, -4.831, 3.801], [1.227, -4.673, 4.148], [0.840, -5.234, 5.532], [1.354, -6.693, 5.665], [2.856, -6.805, 5.421], [3.161, -6.271, 4.034], [4.560, -6.367, 3.885], [3.671, -6.200, 6.652], [3.263, -8.293, 5.337], [3.479, -3.665, 4.585], [2.337, -3.855, 1.858], [2.546, -5.595, 1.929], [3.980, -4.539, 2.156], [1.057, -3.562, 4.072], [0.670, -5.288, 3.452], [-0.259, -5.288, 5.605], [1.260, -4.555, 6.274], [0.833, -7.174, 4.814], [1.009, -7.156, 6.560], [3.272, -6.696, 7.585], [4.706, -6.482, 6.663], [3.605, -5.121, 6.860], [3.189, -8.725, 4.333], [4.319, -8.535, 5.568], [2.703, -8.910, 6.044], [4.575, -3.897, 4.607], [3.131, -3.557, 5.608], [3.265, -2.806, 3.995], [4.549, -6.629, 2.968], [3.345, 8.630, 3.088], [2.554, 7.405, 2.711], [1.127, 7.787, 2.265], [0.471, 6.554, 1.634], [1.317, 6.026, 0.432], [2.768, 5.680, 0.931], [3.276, 6.877, 1.528], [4.542, 6.595, 2.063], [2.798, 4.423, 1.795], [3.676, 5.305, -0.208], [2.462, 6.554, 3.943], [2.696, 9.252, 3.760], [3.556, 9.225, 2.203], [4.266, 8.346, 3.618], [0.575, 8.103, 3.140], [1.090, 8.642, 1.537], [-0.540, 6.774, 1.209], [0.225, 5.776, 2.397], [1.343, 6.870, -0.310], [0.819, 5.133, 0.051], [3.087, 3.617, 1.134], [3.653, 4.424, 2.496], [1.867, 4.046, 2.315], [3.306, 4.358, -0.657], [3.831, 6.078, -0.936], [4.628, 5.010, 0.208], [1.812, 5.675, 3.861], [2.199, 7.205, 4.813], [3.421, 6.103, 4.239], [5.131, 6.935, 1.381], [-1.215, 3.814, -3.946], [-0.092, 3.061, -4.801], [-0.203, 3.331, -6.347], [0.153, 4.736, -6.787], [1.511, 5.062, -6.301], [1.645, 4.901, -4.729], [1.244, 3.484, -4.398], [1.322, 3.299, -2.981], [3.089, 4.946, -4.357], [0.977, 6.021, -3.950], [-0.349, 1.559, -4.775], [-2.125, 3.283, -3.916], [-1.440, 4.804, -4.281], [-0.788, 3.904, -2.916], [0.474, 2.616, -6.881], [-1.251, 3.180, -6.635], [-0.608, 5.371, -6.299], [0.212, 4.923, -7.834], [1.760, 6.092, -6.497], [2.246, 4.369, -6.781], [3.456, 5.943, -4.635], [3.145, 4.882, -3.285], [3.659, 4.141, -4.797], [1.470, 6.991, -4.214], [-0.065, 6.113, -4.133], [1.184, 5.912, -2.904], [-1.201, 1.327, -5.374], [-0.613, 1.267, -3.750], [0.503, 0.978, -5.160], [2.114, 2.699, -2.933], [-4.232, 0.840, -2.837], [-4.880, -0.275, -3.565], [-6.447, -0.263, -3.492], [-6.924, 0.966, -4.186], [-6.494, 0.967, -5.649], [-5.021, 0.906, -5.841], [-4.540, -0.226, -5.063], [-3.125, -0.240, -5.140], [-4.623, 0.444, -7.261], [-4.304, 2.277, -5.534], [-4.372, -1.652, -3.068], [-3.179, 0.818, -2.821], [-4.520, 0.849, -1.718], [-4.566, 1.799, -3.178], [-6.847, -1.166, -4.085], [-6.713, -0.427, -2.458], [-6.538, 1.816, -3.628], [-8.020, 1.027, -4.152], [-6.869, 1.884, -6.184], [-6.879, 0.031, -6.060], [-4.790, 1.220, -8.039], [-3.542, 0.209, -7.360], [-5.217, -0.404, -7.462], [-3.264, 2.230, -5.341], [-4.458, 2.952, -6.357], [-4.865, 2.823, -4.768], [-4.757, -1.879, -2.075], [-3.240, -1.692, -3.044], [-4.786, -2.428, -3.691], [-2.876, -1.048, -5.572], [6.595, -1.205, 3.921], [7.039, -1.248, 2.438], [6.066, -2.235, 1.711], [4.738, -1.513, 1.464], [4.939, -0.207, 0.601], [5.846, 0.793, 1.337], [7.091, 0.086, 1.730], [7.941, 0.957, 2.319], [6.139, 1.981, 0.366], [5.020, 1.336, 2.492], [8.434, -1.800, 2.296], [6.917, -2.095, 4.423], [5.523, -1.110, 4.015], [7.108, -0.390, 4.435], [6.484, -2.516, 0.730], [5.926, -3.129, 2.352], [4.177, -1.368, 2.344], [4.046, -2.102, 0.835], [3.975, 0.280, 0.290], [5.486, -0.491, -0.357], [5.244, 2.544, 0.131], [6.835, 2.610, 0.868], [6.531, 1.534, -0.546], [5.566, 2.101, 3.073], [4.149, 1.897, 2.057], [4.614, 0.604, 3.176], [9.182, -1.058, 2.630], [8.609, -1.911, 1.261], [8.590, -2.785, 2.765], [7.477, 1.441, 3.061], [-0.825, 4.118, 4.637], [-2.043, 3.302, 4.996], [-2.982, 3.327, 3.789], [-4.078, 2.274, 3.940], [-3.634, 0.887, 4.215], [-2.631, 0.854, 5.382], [-1.590, 1.856, 5.131], [-0.638, 1.799, 6.188], [-3.428, 0.969, 6.733], [-1.893, -0.491, 5.345], [-2.623, 3.929, 6.308], [-0.365, 3.906, 3.655], [-0.046, 3.896, 5.414], [-0.915, 5.192, 4.581], [-3.393, 4.367, 3.716], [-2.330, 3.064, 3.003], [-4.726, 2.302, 3.083], [-4.729, 2.539, 4.797], [-3.216, 0.437, 3.291], [-4.517, 0.273, 4.499], [-3.866, 0.005, 7.029], [-2.826, 1.360, 7.576], [-4.312, 1.671, 6.751], [-0.958, -0.369, 4.790], [-1.600, -0.860, 6.365], [-2.523, -1.277, 4.977], [-3.512, 3.407, 6.642], [-2.816, 4.974, 6.073], [-1.900, 3.827, 7.122], [-1.209, 1.714, 6.960], [0.295, -3.945, -7.309], [-0.528, -2.748, -6.953], [-0.611, -1.801, -8.173], [-1.489, -2.341, -9.286], [-2.876, -2.641, -8.713], [-2.873, -3.533, -7.472], [-1.899, -3.001, -6.520], [-1.740, -3.930, -5.414], [-4.260, -3.457, -6.814], [-2.603, -5.036, -7.820], [0.278, -1.994, -5.930], [1.305, -3.608, -7.628], [-0.107, -4.597, -8.091], [0.426, -4.522, -6.424], [-0.952, -0.775, -7.941], [0.448, -1.680, -8.466], [-1.010, -3.273, -9.692], [-1.613, -1.589, -10.044], [-3.566, -3.068, -9.460], [-3.408, -1.733, -8.408], [-4.317, -4.310, -6.145], [-4.387, -2.549, -6.261], [-4.958, -3.614, -7.644], [-3.493, -5.723, -8.045], [-1.993, -5.192, -8.737], [-1.989, -5.481, -7.053], [-0.290, -1.180, -5.459], [1.087, -1.418, -6.411], [0.615, -2.640, -5.102], [-2.338, -3.595, -4.741], [1.169, 1.811, -0.119], [-0.295, 1.513, 0.220], [-1.053, 1.088, -1.075], [-0.670, -0.349, -1.555], [-0.984, -1.373, -0.418], [-0.217, -0.951, 0.892], [-0.590, 0.466, 1.232], [0.254, 0.850, 2.420], [-0.671, -1.781, 2.047], [1.308, -1.244, 0.744], [-0.927, 2.797, 0.714], [1.263, 2.841, -0.516], [1.555, 1.175, -0.890], [1.850, 1.771, 0.749], [-2.149, 1.143, -0.855], [-0.887, 1.824, -1.848], [0.406, -0.343, -1.876], [-1.226, -0.574, -2.453], [-0.689, -2.379, -0.718], [-2.105, -1.395, -0.333], [-0.583, -2.841, 1.836], [-0.023, -1.759, 2.913], [-1.722, -1.673, 2.321], [1.751, -0.721, -0.086], [1.798, -1.038, 1.664], [1.447, -2.350, 0.580], [-1.956, 2.760, 1.036], [-0.796, 3.492, -0.104], [-0.178, 3.164, 1.468], [-0.438, 1.090, 3.043], [-3.078, -5.748, 2.884], [-4.567, -5.403, 3.061], [-4.704, -4.228, 4.018], [-4.381, -2.952, 3.322], [-5.247, -2.764, 2.144], [-5.111, -3.947, 1.141], [-5.364, -5.172, 1.903], [-5.302, -6.329, 1.078], [-6.222, -3.760, 0.079], [-3.789, -3.988, 0.333], [-5.184, -6.585, 3.757], [-2.579, -6.173, 3.758], [-2.405, -4.948, 2.588], [-2.934, -6.563, 2.152], [-5.737, -4.183, 4.367], [-4.071, -4.482, 4.852], [-3.336, -2.887, 3.008], [-4.538, -2.203, 4.125], [-5.107, -1.838, 1.591], [-6.283, -2.715, 2.471], [-6.191, -4.523, -0.689], [-7.228, -3.778, 0.542], [-6.067, -2.858, -0.449], [-2.885, -3.712, 0.845], [-3.595, -5.007, -0.026], [-3.817, -3.395, -0.583], [-4.850, -6.716, 4.769], [-4.941, -7.534, 3.274], [-6.304, -6.480, 3.818], [-6.159, -6.263, 0.652], [2.316, 0.231, 4.884], [2.296, 1.733, 5.132], [2.312, 2.065, 6.529], [3.323, -0.532, 5.478], [2.431, 0.163, 3.784], [1.317, -0.211, 5.022], [1.500, 2.123, 4.577], [3.197, 2.208, 4.664], [1.386, 2.277, 6.697], [3.116, -0.471, 6.442], [3.075, 0.405, -3.774], [4.108, -0.219, -2.885], [5.460, 0.129, -3.350], [3.323, 1.830, -3.748], [2.044, 0.212, -3.432], [3.131, 0.054, -4.824], [4.037, -1.323, -2.884], [3.983, 0.162, -1.873], [5.443, 1.104, -3.560], [2.822, 2.192, -4.499]],
  "forces_ev_per_a": [[0.30, 0.51, 0.01], [1.21, 0.39, 1.54], [0.10, -0.14, 0.58], [0.33, -0.09, -0.22], [-0.34, 1.45, -2.17], [1.33, -0.37, 0.22], [-1.86, 1.23, 2.52], [0.11, 0.33, -0.26], [-1.32, -0.39, 0.61], [0.74, -0.89, 0.17], [0.56, -2.64, -0.55], [0.20, 0.07, 0.28], [-0.05, -0.56, -0.85], [-0.21, 0.01, -0.44], [-0.44, -1.20, -0.12], [-0.47, 0.35, -0.68], [0.37, 0.41, 0.19], [-0.23, -0.19, 0.42], [0.33, -0.35, 0.39], [0.08, -0.37, 0.83], [0.12, 0.37, -0.89], [0.57, -0.03, -0.50], [-0.15, -0.41, -0.46], [-0.65, 0.32, 0.10], [-0.33, 0.76, 0.15], [-0.25, 0.10, -0.11], [-0.89, 0.37, -0.12], [-0.08, 0.21, -0.09], [0.10, 1.02, -0.14], [0.82, -0.30, -0.45], [-0.64, 1.21, 1.09], [-0.51, 1.08, -0.98], [-0.02, -0.20, -0.82], [-1.12, -0.26, -0.77], [0.33, 0.67, 1.36], [-1.75, -0.71, -0.84], [-0.62, 0.60, 1.13], [1.47, -0.35, -0.37], [-0.20, -1.35, 1.16], [-0.01, -1.07, -0.56], [0.46, -1.14, 1.45], [0.70, -0.38, -0.38], [0.21, 0.05, -0.04], [-0.34, 0.34, -0.23], [-0.18, 0.13, 0.29], [0.39, -0.73, 0.54], [0.64, 0.22, 0.36], [0.62, 0.36, -0.53], [0.13, -0.99, 0.37], [0.25, 0.10, -0.36], [-0.28, -0.39, -0.09], [-0.59, 0.34, -0.01], [0.84, 0.85, -0.43], [0.00, 0.81, -0.26], [-0.08, 0.42, -0.48], [0.51, 0.07, 0.07], [-0.27, 0.51, 0.13], [-0.21, -0.58, -0.70], [0.02, 0.35, -0.31], [0.22, 0.01, 0.20], [2.31, -0.46, 0.35], [-1.50, 1.16, -1.63], [0.09, 0.14, -0.44], [-0.56, 0.05, 1.45], [1.05, -0.46, 2.09], [-0.04, -1.03, -1.23], [-0.44, 0.09, 0.05], [0.60, -0.38, -0.08], [0.45, 1.00, 0.03], [0.85, 0.89, -0.62], [0.83, 0.08, 1.70], [-0.98, -0.86, 0.07], [-0.05, 0.53, -0.44], [-0.59, -0.10, -0.73], [-0.68, 0.28, 0.43], [0.23, -0.50, 0.01], [0.32, 0.30, -0.52], [-0.81, -0.22, -1.03], [0.38, 0.37, -0.33], [-0.33, 0.61, 0.31], [0.37, -0.37, -0.09], [0.34, -0.12, 0.52], [0.31, 0.01, -0.27], [-0.41, -0.72, -0.07], [-0.78, 0.22, -0.02], [-0.20, -0.30, 0.71], [-0.60, -0.12, -0.46], [0.35, -0.35, -0.26], [-0.14, 0.22, 0.24], [-0.57, 0.47, 0.32], [-1.40, 0.75, 3.07], [-0.46, -1.72, -1.66], [1.25, -1.93, -1.35], [-1.01, 0.76, 0.24], [-0.76, 0.76, -0.18], [2.69, 0.60, -0.57], [-0.05, -0.87, 2.00], [0.29, 0.97, 0.67], [0.58, 1.93, -0.58], [-2.34, -0.06, -0.16], [0.86, 0.68, 0.12], [1.28, -0.20, -0.42], [0.24, -0.32, -1.47], [0.05, 0.41, -0.18], [0.73, 1.03, 0.91], [-0.40, 0.40, 0.31], [-0.13, 0.41, -0.16], [0.17, 0.08, 0.05], [0.04, -1.06, 0.37], [-0.40, 0.24, -0.42], [-0.27, -0.34, 0.48], [-0.77, 0.07, 0.39], [-0.52, -1.14, -0.58], [0.83, -0.33, 0.36], [0.11, 0.06, -0.90], [0.46, -0.21, 0.36], [0.12, 0.29, 0.27], [-1.29, -0.03, -0.06], [0.08, -0.35, -0.53], [0.17, -1.05, -0.57], [0.59, 0.90, -0.71], [-0.67, -0.41, 0.25], [-0.17, 1.24, -0.16], [-0.27, -0.01, -2.84], [0.91, -0.94, -0.21], [-1.19, -0.25, -0.59], [-1.97, -1.18, -1.36], [0.91, 1.76, 1.84], [0.05, -1.77, 0.50], [-0.56, 1.49, 0.14], [0.81, 0.31, 0.89], [0.10, -0.70, 0.20], [-0.22, 0.11, 0.26], [-0.20, 0.16, 0.08], [-0.03, -0.07, 0.40], [0.17, 0.40, -0.39], [-0.47, 0.57, 1.29], [0.41, -0.33, 0.27], [0.75, -0.43, 0.57], [-0.68, 0.14, 1.06], [-0.32, -0.02, 0.06], [0.74, 0.73, -0.05], [0.31, 0.34, -0.10], [-0.13, -0.24, -0.02], [0.69, -0.52, 0.41], [0.13, -0.23, 0.13], [-0.29, -0.54, 0.22], [0.32, -0.25, -1.33], [-0.17, 0.46, 0.10], [0.46, -0.79, -0.73], [2.29, -0.48, 0.36], [-0.04, -0.05, 0.36], [-0.87, 0.08, 1.95], [-1.20, 1.49, 0.66], [0.46, -0.91, -0.26], [-0.57, -0.92, 0.11], [-0.19, 1.64, -0.27], [-0.27, -0.34, -0.06], [-0.73, 0.90, 0.31], [0.72, -0.17, 1.68], [0.28, -0.90, -0.80], [-0.34, -0.59, 0.29], [-0.46, 0.44, -0.74], [-0.73, 0.44, 0.43], [0.31, -0.93, -0.34], [0.39, 0.03, -1.39], [-0.37, -0.04, -0.53], [0.17, 0.31, -0.38], [0.15, 0.06, 0.54], [0.57, 0.23, -0.18], [0.50, 0.08, -0.15], [-0.09, -0.52, -0.21], [0.90, -0.69, -0.54], [-0.38, -0.32, -0.19], [-0.12, 0.56, -0.67], [-0.28, -0.32, -0.61], [-0.26, 0.41, -0.14], [-0.11, 0.04, 0.36], [0.08, 0.36, -0.15], [0.34, 0.03, 0.56], [0.82, -0.60, -1.07], [-0.21, 1.58, -1.46], [0.51, 0.27, -0.23], [0.04, -1.00, 0.47], [-0.45, 0.00, -0.02], [-0.31, -1.32, -0.51], [0.53, 0.14, 1.37], [-0.40, 0.17, -0.26], [0.84, -1.16, -0.73], [-0.14, -0.87, -1.58], [-0.20, 1.07, 1.49], [-0.56, -0.18, 0.14], [0.08, 0.29, 0.16], [0.17, -0.74, 0.68], [-0.05, -0.43, 0.47], [-0.48, -0.01, -0.33], [-0.59, 0.85, 0.03], [0.21, 0.11, -0.66], [0.43, -0.18, 0.16], [0.45, 0.29, -0.11], [-0.38, -0.05, 0.26], [-0.39, 0.69, 0.07], [-0.31, 0.26, 0.49], [0.81, 1.37, 0.75], [-0.31, 0.55, 0.33], [-0.21, -0.29, 0.48], [-0.35, -0.30, -0.06], [0.12, -0.78, 0.16], [0.20, 0.27, -0.47], [-0.07, 0.13, 0.13], [0.48, 0.81, 0.59], [-1.11, -0.70, -0.95], [-0.43, -1.00, 0.74], [0.43, 0.71, 0.74], [0.02, 1.33, -0.44], [-0.02, 0.04, -0.52], [1.67, 0.14, 0.43], [-0.89, -0.62, -1.27], [-0.57, -1.55, 0.63], [-1.19, -1.20, -0.76], [2.18, 0.65, 0.30], [-0.23, -0.46, 0.15], [0.23, -0.49, -0.42], [-0.45, -0.20, -0.20], [0.72, -0.27, -0.06], [0.31, 0.26, -0.16], [-0.79, -0.20, 0.45], [-0.30, -0.22, -0.34], [0.17, -0.04, 0.16], [0.94, 0.13, 0.47], [-0.02, -0.46, -0.71], [0.03, 0.85, 0.41], [0.10, 0.55, 0.07], [0.32, 0.15, -0.13], [0.56, 0.53, 0.72], [-0.26, 1.00, -0.04], [-0.10, -0.23, 0.17], [-0.41, 0.43, -0.29], [-1.25, -0.01, -0.05], [-0.15, 0.14, 0.47], [0.98, -0.77, -0.96], [0.66, -0.94, 1.68], [-0.28, -0.83, -0.86], [1.01, 1.31, 1.68], [-0.72, -0.41, -1.22], [-0.04, 0.53, -0.93], [-0.51, 0.85, -0.50], [0.09, 0.31, -0.35], [-0.51, -1.21, 1.14], [0.16, -0.46, -0.39], [-1.57, -1.23, 0.20], [-0.61, 0.15, 0.50], [-0.24, 0.37, -0.19], [-0.31, 0.44, -0.04], [-0.12, -0.04, 0.09], [0.31, 0.33, 0.46], [0.09, -0.13, 0.25], [0.17, 0.30, -0.81], [0.45, 0.18, 0.00], [-0.34, -0.22, 0.01], [0.08, -0.40, -0.11], [0.45, 0.11, -0.18], [0.06, 1.25, -0.37], [0.24, 0.34, 0.58], [-0.29, 0.03, 0.19], [-0.24, 0.27, 0.16], [0.42, 0.29, 0.63], [-0.21, 0.15, -0.21], [1.02, -0.09, -0.24], [-0.17, -0.47, -0.16], [-0.89, 0.33, -2.04], [2.91, -0.67, 0.66], [-0.72, 0.06, -0.77], [-0.19, 0.31, 1.66], [0.19, -0.18, 0.31], [0.09, 0.12, 0.50], [-1.69, 0.74, -0.48], [-0.39, -0.50, 0.51], [0.04, -0.06, 0.41], [0.62, -0.15, -0.92], [-0.38, 0.34, -0.56], [1.38, 0.03, -0.59], [-1.26, 0.82, 0.08], [0.16, -0.90, -0.24], [0.29, -0.08, 0.12], [0.21, 0.01, 0.50], [0.07, 0.58, 0.00], [-0.09, -0.07, 0.12], [-0.12, -1.46, 0.40], [-0.09, 0.39, -0.01]]
}